{
  "formula": "C7H21O4Y",
  "method": "wB97M-V/def2-TZVPD",
  "de_lowest_ev": 0.0000,
  "homo_lumo_gap_ev": 2.534,
  "homo_energy_ev": -14.3,
  "charge": 2,
  "elements": ["Y", "C", "O", "H", "H", "H", "C", "C", "O", "H", "H", "H", "H", "H", "H", "C", "C", "O", "H", "H", "H", "H", "H", "H", "C", "C", "O", "H", "H", "H", "H", "H", "H"],
  "positions_angstrom": [[1.90277, -4.33390, 1.24599], [-0.48882, -1.71703, 1.76913], [0.41624, -2.72859, 1.39483], [-1.03580, -1.33021, 0.90357], [-1.18642, -2.00638, 2.55495], [0.08019, -0.85656, 2.14843], [1.42196, 1.42475, 3.76075], [2.22525, 1.96766, 2.57185], [3.60355, 1.92760, 2.85779], [1.70272, 0.38912, 3.96801], [0.36149, 1.59020, 3.56506], [1.71795, 1.97946, 4.65137], [1.80201, 2.94998, 2.33276], [1.94631, 1.40540, 1.66971], [3.91503, 2.82928, 2.98056], [1.59980, 1.13434, -1.63338], [0.82390, -0.04010, -2.21527], [1.12026, -1.31533, -1.58580], [2.53508, 0.79364, -1.17792], [1.06263, 1.61700, -0.81522], [1.89018, 1.84534, -2.40217], [1.07260, -0.07214, -3.27350], [-0.25490, 0.07599, -2.11502], [0.54272, -1.34177, -0.81812], [-2.80895, -0.64000, -1.56006], [-3.30600, -0.45652, -2.98612], [-3.66882, -1.73484, -3.49511], [-2.07144, -1.43373, -1.41413], [-3.62039, -0.90617, -0.87356], [-2.47253, 0.34226, -1.20907], [-2.49016, 0.02030, -3.54317], [-4.17039, 0.21107, -2.95032], [-4.16801, -1.59010, -4.30686]]
}